The following is a quantum chemistry calculation of C28H25N3O6Ti as an isolated structure in a non-equilibrium geometry, from the Open Molecules 2025 dataset.

```
63
Properties=species:S:1:pos:R:3:forces:R:3
Ti -0.679886 -0.028857 -0.324113 0.5 2.1 1.1
C -1.577399 1.859498 -1.332869 0.2 0.5 0.2
C -1.864249 1.930645 0.057291 0.1 0.6 -0.3
C -0.631075 2.101474 0.751978 -0.1 0.3 -0.4
C 0.420778 2.064876 -0.212858 -0.1 0.6 0.0
C -0.170558 1.983431 -1.501694 -0.4 0.4 0.2
C 0.499162 2.164908 -2.827612 -0.1 -0.3 0.2
C 1.878924 2.319352 0.057437 -0.2 -0.2 0.0
C -0.482977 2.577421 2.168523 0.0 -0.3 -0.2
C -3.265618 2.048436 0.576543 0.2 -0.2 0.0
C -2.597677 1.833736 -2.431348 0.2 -0.2 0.2
H 1.560336 2.370120 -2.715043 0.1 0.0 0.0
H 0.036432 3.007960 -3.342388 0.0 0.0 0.0
H 0.376604 1.285649 -3.461355 0.0 0.0 0.0
H 2.113821 3.377271 -0.085393 0.0 0.0 0.0
H 2.506034 1.743600 -0.624266 0.1 0.0 0.1
H 2.157130 2.051359 1.077266 0.0 0.0 -0.1
H -0.467195 3.670387 2.164831 0.0 0.0 0.0
H 0.450050 2.244379 2.621438 0.0 0.0 0.0
H -1.316280 2.260915 2.795171 0.0 0.0 0.0
H -3.694731 2.987345 0.222122 0.0 0.0 0.0
H -3.309897 2.045642 1.662404 0.0 0.0 0.1
H -3.890668 1.240115 0.192031 0.0 0.0 0.1
H -2.955397 2.848404 -2.625334 0.0 0.0 0.0
H -3.463994 1.224337 -2.165789 0.0 0.0 0.0
H -2.171612 1.444040 -3.356100 -0.1 0.0 0.0
O 4.687357 -1.425444 3.710059 0.1 -0.1 1.1
C 4.873498 -1.191188 2.522016 -1.6 0.2 -0.4
O 5.834255 -1.182319 1.778040 0.9 0.1 -0.7
C 3.462982 -0.944406 1.797597 0.7 -0.8 -0.1
C 3.283998 -1.420510 0.503757 -0.4 0.6 0.0
C 2.013056 -1.383824 -0.061418 0.6 0.2 -0.1
N 0.984073 -0.798632 0.562405 1.0 -0.5 0.9
C 1.107703 -0.516065 1.883632 1.1 0.0 0.1
C 2.332680 -0.605560 2.534405 -0.8 0.4 -0.4
C -0.191820 -0.359177 2.527080 -0.6 -0.3 0.7
C -0.379290 -0.292359 3.908549 0.1 0.1 -0.5
C -1.660253 -0.371196 4.416249 -0.2 0.0 -0.3
C -2.722194 -0.550429 3.535160 0.3 0.0 0.1
C -2.460268 -0.609276 2.176776 -0.4 0.0 0.0
N -1.235289 -0.476350 1.676522 0.2 -0.2 1.3
C 1.656957 -2.151183 -1.263257 0.0 -0.6 -0.3
C 2.433047 -2.245111 -2.410586 -0.2 0.1 0.3
C 1.986078 -3.074410 -3.427531 -0.2 -0.1 0.0
C 0.821671 -3.801791 -3.242620 0.2 0.1 0.1
C 0.118264 -3.643307 -2.055581 0.2 -0.2 -0.1
N 0.511228 -2.827914 -1.094419 0.3 -0.1 0.2
H 4.130744 -1.824312 -0.031790 0.0 -0.1 0.0
H 2.450456 -0.440598 3.595520 0.0 -0.1 0.1
H 0.469715 -0.173743 4.560814 0.1 -0.1 0.1
H -1.828407 -0.323627 5.480880 0.0 0.0 0.1
H -3.730274 -0.648045 3.902042 -0.1 -0.1 0.0
H -3.250590 -0.782318 1.453594 0.1 0.1 0.0
H 3.337117 -1.663386 -2.512297 0.1 0.0 0.0
H 2.527153 -3.133472 -4.359660 0.1 -0.1 0.0
H 0.453604 -4.464853 -4.005633 -0.1 -0.1 -0.1
H -0.798266 -4.184458 -1.860777 -0.1 -0.1 -0.1
O -3.445035 -1.899547 -2.277584 0.5 0.3 0.3
C -2.453891 -1.351541 -1.875227 -0.6 -0.9 -2.1
O -2.249651 -0.867102 -0.691907 -1.6 -0.4 1.0
C -1.166975 -1.100873 -2.753292 -1.5 -1.1 -1.7
O -1.086516 -1.401385 -3.919072 0.0 0.3 0.8
O -0.276974 -0.526727 -2.023320 1.2 0.1 -1.3
```
Forces are in eV/Å.

## Properties
HOMO-LUMO gap (eV): 6.46
HOMO level (eV): -8.1

***

The following is a quantum chemistry calculation of one molecule with the formula C5H8N2 in a non-equilibrium geometry, from the Open Molecules 2025 dataset.

```
15
Properties=species:S:1:pos:R:3:forces:R:3
N -0.470575 2.077697 -0.272262 -0.2 0.1 0.1
C -0.341333 0.791711 0.396563 0.0 -0.1 0.1
C -1.477519 0.465093 1.297065 -0.7 -0.2 0.5
N -2.361682 0.235201 2.006860 0.8 0.2 -0.6
C -0.246055 -0.177001 -0.794500 0.2 0.1 0.1
C 0.598448 -1.706355 -0.080090 0.1 -0.2 0.1
C 1.146422 -0.595412 -0.996402 0.1 0.1 -0.1
H -0.518673 2.832442 0.405307 0.0 -0.1 -0.1
H -1.326419 2.082543 -0.820224 0.1 0.0 0.0
H 0.563818 0.833202 1.027338 -0.1 -0.1 -0.1
H -0.540019 -1.517430 -0.042772 0.0 -0.1 0.1
H 0.994219 -1.678252 0.934344 -0.1 0.0 -0.2
H 0.613205 -2.691985 -0.543014 0.0 0.2 0.0
H 1.421285 -0.938192 -1.993799 -0.1 0.1 0.2
H 1.944877 -0.013263 -0.524414 -0.2 -0.1 -0.1
```
Forces are in eV/Å.

## Properties
HOMO-LUMO gap (eV): 9.72
HOMO level (eV): -8.9

***

The following is a quantum chemistry calculation of C4H7CuO3 as an isolated structure in a non-equilibrium geometry, from the Open Molecules 2025 dataset.

```
15
Properties=species:S:1:pos:R:3:forces:R:3
C 0.320295 -0.714178 -0.884895 0.9 -0.6 0.2
C 1.453313 0.224907 -1.208499 0.0 0.1 0.1
H 0.158057 -1.447874 -1.682628 -0.1 0.2 0.2
H 0.472692 -1.250690 0.056310 0.0 0.0 -0.2
H 1.241567 0.797449 -2.120954 0.1 -0.1 0.2
H 2.360845 -0.372106 -1.373358 -0.2 0.2 0.0
H 1.629668 0.915776 -0.374666 0.0 -0.1 -0.2
O -2.862939 0.344016 0.127531 3.0 -0.6 4.0
Cu -2.540613 0.296838 -1.758496 -1.7 0.3 -2.9
O -0.939517 0.010426 -0.765157 1.3 -0.3 2.5
C -1.654400 0.146001 0.411504 0.4 2.1 1.5
O -1.017511 0.340869 1.792512 -3.4 -0.3 -4.0
C 0.282564 0.528957 2.327456 -0.4 -2.7 -0.4
H 0.158257 0.491203 3.425699 -0.1 0.8 -0.6
H 0.937722 -0.311594 2.027641 0.2 1.0 -0.3
```
Forces are in eV/Å.

## Properties
Net charge: +1
HOMO-LUMO gap (alpha / beta) (eV): 8.33 / 9.42
HOMO level (alpha / beta) (eV): -13.4 / -14.5
2S+1: 2

***

The following is a quantum chemistry calculation of a 2-piece molecular cluster, C3H10NO3 overall in a non-equilibrium geometry, from the Open Molecules 2025 dataset.

```
17
Properties=species:S:1:pos:R:3:forces:R:3
O 2.112505 0.720080 -0.208630 0.3 0.1 -1.0
C 1.351666 0.295567 -1.047329 -1.2 0.2 0.5
C -0.021406 -0.259067 -0.492842 -0.2 2.2 -1.8
C -1.263038 0.550666 -1.074006 -0.6 -0.4 2.3
O -1.411230 0.293432 -2.414927 -1.7 -2.0 -0.4
N 0.046844 0.012129 0.969222 1.7 0.1 -0.5
H 1.476042 0.341114 -2.169599 0.2 -0.2 1.1
H -0.092519 -1.284858 -0.926914 -0.2 0.3 1.3
H -1.269789 1.661576 -0.868019 0.6 -1.1 -0.2
H -2.133257 0.132628 -0.433830 1.0 0.7 -1.0
H -2.056004 -0.488851 -2.444265 1.4 1.7 -0.6
H -0.725463 0.449392 1.497942 0.1 -0.1 -0.9
H 0.216909 -0.857816 1.460568 0.3 0.0 0.7
H 0.980230 0.628441 1.037485 -1.4 -1.2 0.0
H -0.958616 -1.793401 3.004604 -0.2 -0.4 0.5
H 0.203395 -1.430040 3.994667 -0.4 0.0 -0.4
O -0.288245 -1.138636 3.205795 0.4 -0.1 0.4
```
Forces are in eV/Å.

## Properties
Net charge: +1
HOMO-LUMO gap (eV): 11.17
HOMO level (eV): -14.8

***

The following is a quantum chemistry calculation of C18H31Cl2N4O4Pm as an isolated structure in a non-equilibrium geometry, from the Open Molecules 2025 dataset.

```
60
Properties=species:S:1:pos:R:3:forces:R:3
O -1.806827 -0.466800 -1.057240 2.8 1.9 0.9
C -1.892613 -1.834173 -0.836775 -0.9 -0.2 -0.5
C -3.187849 -2.031246 -0.055740 0.4 -0.1 -0.7
C -3.697854 -1.027748 0.784235 0.1 -0.4 -0.1
H -3.157394 -0.080647 0.937313 -0.4 -0.7 -0.2
C -4.883848 -1.280432 1.469619 0.1 -0.3 -0.2
H -5.267149 -0.514417 2.147194 0.0 -0.3 -0.2
C -5.551606 -2.497832 1.271098 0.0 0.0 0.0
H -6.484605 -2.692623 1.798125 0.2 0.0 -0.1
C -5.040063 -3.465481 0.396494 0.0 0.1 -0.1
H -5.546920 -4.409357 0.221177 -0.2 0.1 0.2
C -3.851048 -3.226470 -0.285136 -0.2 0.3 0.6
H -3.372002 -3.936037 -0.970998 -0.5 0.1 0.3
H -1.957847 -2.180204 -1.882044 -0.6 -1.0 0.2
C 0.497808 -2.691566 -1.171119 0.1 -0.1 0.0
C -0.707162 -2.655274 -0.250250 -0.2 1.1 0.8
H 1.161928 -3.534995 -0.942107 -0.3 0.1 -0.3
H 1.150426 -1.801988 -1.115185 -0.4 -0.4 0.3
H 0.150846 -2.710590 -2.219014 0.1 -0.4 0.2
C -0.741227 -3.111823 1.022670 0.5 0.3 -0.3
C 0.386495 -3.790944 1.771123 -0.1 -0.9 -0.1
H -1.611861 -2.904200 1.653721 0.0 -0.1 -0.5
H 0.077831 -4.798974 2.076965 -0.1 -0.1 -0.1
H 0.651213 -3.282743 2.716678 -0.3 -0.1 -0.7
H 1.301542 -3.894947 1.166064 -0.4 0.1 0.3
Pm -0.072887 0.514588 0.185938 -1.3 -3.1 0.6
Cl -1.450400 0.927965 2.551129 0.4 0.1 0.1
Cl 1.453424 -1.265061 1.526898 0.8 0.8 0.0
C 2.240129 1.485506 1.862802 -0.5 0.0 -0.6
O 2.031599 1.596092 0.626105 -0.2 -0.6 1.1
N 3.093659 2.306859 2.435703 0.4 0.4 -0.4
C 3.873279 3.139651 1.520804 0.2 0.2 0.4
C 3.352785 2.304597 3.867049 0.0 -0.3 -0.8
H 1.739801 0.703306 2.500942 0.3 0.9 -0.5
H 3.467527 3.055469 0.502627 0.2 0.1 0.6
H 4.912170 2.795741 1.526362 0.0 0.2 0.0
H 3.820115 4.171279 1.867635 0.2 0.1 -0.1
H 2.534362 1.726608 4.320232 0.4 0.3 0.2
H 3.350028 3.352794 4.190563 0.1 -0.4 0.3
H 4.323639 1.817052 4.038207 -0.3 0.3 0.3
H 3.443891 0.690163 -4.062225 -0.1 -0.2 0.0
H 1.343718 1.246925 -5.760898 -0.2 -0.1 -0.1
C 2.807472 -0.176376 -3.846424 0.0 0.1 -0.3
C 0.801489 0.434510 -5.266845 0.2 -0.3 0.3
N 1.396468 0.194294 -3.971730 0.0 0.0 0.5
H 3.015233 -0.531688 -2.827722 -0.2 0.1 -0.5
C 0.695660 0.322780 -2.860894 0.9 0.0 1.4
O 1.302535 0.264469 -1.747640 -1.5 0.5 -1.4
H -0.244817 0.708794 -5.090548 0.2 -0.1 -0.4
H -0.410516 0.454293 -2.947961 0.7 -0.1 0.1
H 2.998048 -0.958575 -4.582109 0.2 0.0 0.1
H 0.877715 -0.493237 -5.839135 -0.2 0.3 -0.3
N -0.770130 4.733662 -0.213172 0.2 -0.2 0.5
C -0.407705 3.823315 0.730782 -0.1 0.0 0.0
N 0.010045 4.209969 1.966602 -0.1 0.1 -0.4
O -0.469357 2.634726 0.341390 0.1 2.4 0.3
H -0.888249 5.735123 -0.045316 0.0 -0.9 -0.4
H -0.995645 4.200682 -1.058203 -0.2 1.2 0.3
H 0.277083 3.501886 2.662557 -0.6 0.4 -0.7
H -0.072381 5.193349 2.249628 0.1 -1.0 -0.2
```
Forces are in eV/Å.

## Properties
HOMO-LUMO gap (alpha / beta) (eV): 7.06 / 7.07
HOMO level (alpha / beta) (eV): -7.2 / -7.3
2S+1: 5

***

The following is a quantum chemistry calculation of one molecule with the formula C4H3FOS in a non-equilibrium geometry, from the Open Molecules 2025 dataset.

```
10
Properties=species:S:1:pos:R:3:forces:R:3
F -2.734630 -0.661334 -0.078523 -0.8 0.2 -0.4
C -1.527321 -0.155592 -0.177770 2.8 3.1 1.7
C -1.103251 1.166304 -0.010744 -2.5 -4.1 -1.2
O 0.223932 1.379380 0.112802 1.4 -1.2 -0.3
C 0.810501 0.121665 0.087711 -0.7 -1.0 0.9
S 2.366532 -0.314512 -0.091042 -0.7 1.1 0.1
C -0.349532 -0.939042 0.207176 3.2 -1.7 -1.2
H -1.763292 1.943858 -0.124542 -0.9 2.2 0.1
H 0.166102 -1.733733 -0.467294 -1.8 0.9 0.9
H -0.429480 -1.420978 1.214563 0.1 0.6 -0.6
```
Forces are in eV/Å.

## Properties
HOMO-LUMO gap (eV): 8.83
SMILES: FC1=COC(=S)C1
HOMO level (eV): -9.0

***

The following is a quantum chemistry calculation of a 5-piece molecular cluster, H10O5 overall in a non-equilibrium geometry, from the Open Molecules 2025 dataset.

```
15
Properties=species:S:1:pos:R:3:forces:R:3
O 0.441933 0.070510 0.394665 0.6 1.4 -2.9
H 1.220226 0.638620 0.372290 0.0 0.4 -0.1
H 0.081214 0.131700 -0.497034 0.2 0.2 -0.3
O -0.009243 -1.034645 2.101074 -0.7 -2.4 3.0
H -0.854521 -1.296014 1.718736 0.2 0.1 0.1
H 0.641032 -1.539250 1.599570 -0.3 0.3 0.2
O 1.371824 -2.622934 -1.452428 0.1 0.0 0.1
H 1.161254 -2.469203 -0.524517 0.0 0.1 -0.1
H 2.159439 -2.088946 -1.605754 -0.1 0.0 0.0
O -4.197085 0.819146 -0.659749 0.0 -0.2 0.0
H -4.826181 0.168732 -0.327801 0.0 0.1 0.0
H -3.353382 0.353175 -0.654733 -0.1 0.1 0.0
O 2.227766 2.726763 -0.337233 0.2 0.0 0.0
H 1.910481 3.633002 -0.253260 -0.1 -0.1 0.0
H 3.178893 2.797458 -0.198133 -0.1 0.0 0.0
```
Forces are in eV/Å.

## Properties
HOMO-LUMO gap (eV): 10.01
SMILES: O.O.O.O.O
HOMO level (eV): -9.7

***

The energy above the lowest of the compared OMol25 structures with the same formula, charge and spin results, record by record, are as follows: 35.4; 98.1; 61.0; 59.4; 0.0; 21.2; 56.0 kcal/mol.